A molecular structure, C59H63ClF5GeN4SSeSiW in a non-equilibrium geometry. Source: OMol25; level of theory: ωB97M-V/def2-TZVPD.

Element x y z (Å)
H -1.38 -4.94 -2.45
C 2.53 2.97 -1.01
C 2.02 -2.71 -3.34
C 3.61 3.83 -1.13
H -4.59 2.85 -5.01
C 3.70 -3.92 -0.31
N -1.99 3.36 -0.32
H -2.46 8.01 0.06
H -0.42 4.78 -1.94
H 4.38 -5.00 -2.03
H -1.17 3.04 4.68
H -3.00 -0.74 3.57
H 6.16 1.07 3.67
C -2.80 1.69 -5.25
F 4.39 -2.34 -6.66
H -4.05 -1.71 -3.52
H 1.34 -0.30 3.50
H -5.40 1.93 -2.97
C 4.61 -1.62 2.27
H 8.15 -0.34 3.27
C 0.81 -1.18 5.37
F 1.74 -5.00 -3.83
C 2.26 -5.09 1.18
H 1.77 -7.11 0.63
C 1.92 -0.99 0.67
H 0.00 3.54 0.23
H -4.29 -0.92 2.34
C 3.10 -6.19 -0.78
C 0.13 1.15 1.43
H 7.88 -2.57 2.23
S 2.31 0.05 -2.72
H 0.38 -0.27 5.75
H 1.63 -5.13 2.07
H 2.39 -4.42 4.00
H -1.25 -2.91 2.27
C 3.07 -3.71 -5.26
C 7.17 -0.70 2.99
C 0.80 -2.34 6.14
N -2.32 -1.21 1.65
C 6.05 0.09 3.22
H 1.58 3.23 -1.45
H -2.35 2.40 -5.95
C -1.05 -1.84 2.12
H 4.21 -3.00 -0.62
H -3.46 -2.36 2.99
H 1.99 2.08 1.98
H -4.02 -3.32 0.35
C -4.25 -2.88 -0.62
C -5.90 3.08 0.91
C -3.67 0.86 -2.30
C 5.75 -2.40 2.05
H -0.70 7.88 0.13
H -1.10 4.63 1.03
H -2.62 -1.74 0.82
H -2.71 1.65 3.33
H -1.71 6.78 1.07
H -2.62 5.86 -1.14
C 4.84 3.51 -0.60
W 1.06 0.18 -0.41
F 3.32 -4.78 -6.03
H -4.25 0.14 -1.71
C 4.93 2.29 0.06
H -0.78 -1.37 3.06
H 1.21 3.22 3.96
C -0.81 2.51 3.80
C -3.44 -2.62 -3.51
H 0.41 5.72 -0.72
C -3.25 3.43 0.24
H 3.87 0.51 0.64
C 1.94 -2.36 3.57
C -2.18 -4.76 -1.73
H -3.26 0.90 -5.84
C 2.53 -1.44 -3.63
H -3.37 3.19 -3.80
C 3.79 -5.04 -1.12
C 4.79 -0.37 2.86
N -3.22 1.89 -1.37
C -3.77 4.20 1.27
H -3.17 0.60 1.08
H 5.85 1.95 0.50
C -0.52 -1.10 -1.00
H 5.69 4.17 -0.71
C -0.56 5.27 -0.98
H -1.78 -4.99 -0.74
H -6.93 2.95 1.19
C 2.95 -3.93 0.86
C -1.20 1.05 1.92
H 3.15 -7.06 -1.43
C -3.83 2.38 -4.37
C -1.96 2.41 -1.28
H -1.99 1.25 -4.67
C 2.33 -6.22 0.37
C -2.15 0.21 1.13
C 0.95 1.96 2.25
C 3.82 1.47 0.15
C 3.34 -1.38 -4.78
H 5.64 -3.38 1.60
C 3.61 -2.47 -5.57
Ge 2.79 -2.22 1.80
C 1.38 -1.20 4.10
H 3.93 0.27 3.04
H -3.16 4.91 1.81
F 3.88 -0.22 -5.15
H -5.54 4.58 2.40
C -4.54 1.42 -3.42
C 0.51 2.61 3.39
H 1.37 -4.41 6.23
Si -2.75 -2.98 -1.80
C 7.01 -1.95 2.41
C -3.34 -1.32 2.71
H 0.36 -2.33 7.13
C 2.27 -3.81 -4.14
H -0.27 -1.68 1.38
C -4.04 2.51 -0.45
C 1.36 -3.50 5.63
N 2.61 1.78 -0.38
C -0.85 4.19 0.06
H -1.75 0.07 0.13
H -3.00 -5.45 -1.94
H -4.93 0.58 -3.99
C -1.66 1.72 3.05
H -1.51 6.90 -2.00
C 1.93 -3.51 4.37
H -5.10 -3.44 -1.03
Se -0.50 1.79 -2.21
C -1.64 6.34 -1.07
C -1.63 7.31 0.11
H -4.59 -1.85 -0.47
H -2.78 0.34 -2.66
C -1.45 -1.84 -1.35
C -5.11 4.01 1.59
C -5.38 2.31 -0.12
Cl 3.37 5.34 -1.97
F 1.27 -2.93 -2.28
H -4.07 -3.44 -3.87
H -2.63 -2.47 -4.22
H -5.99 1.59 -0.65

Computed properties:
- energy above the lowest of the compared OMol25 structures with the same formula, charge and spin (eV) = 0.000
- total charge = -1
- E (eV) = -236676.139

***

A molecular structure, C35H52AsOP3Ti in a non-equilibrium geometry. Source: OMol25; level of theory: ωB97M-V/def2-TZVPD.

Element x y z (Å)
C -3.47 -1.80 0.07
C 3.54 4.28 3.56
H -3.38 0.39 2.60
C -3.45 1.42 2.24
H -2.87 -0.77 -2.72
C 2.42 2.18 3.94
H -3.67 -2.86 0.31
H -2.08 3.79 -1.84
H 0.03 -2.79 -1.08
H -2.54 4.32 2.24
H 1.73 -2.18 0.49
H -0.17 -1.29 3.92
H 0.05 3.01 -1.21
H -0.17 2.83 3.55
C 4.30 0.07 0.63
C 4.86 -1.82 -0.79
P -1.66 -1.56 0.18
H 1.65 0.30 -1.19
H -1.75 -5.17 -6.65
H 1.96 1.46 4.63
C -1.06 -2.70 -1.12
C 3.61 4.00 2.19
H -1.37 -0.05 -3.36
H -2.51 -4.52 -4.53
C -0.67 -3.65 -7.77
C 5.21 -0.61 -0.19
C -2.13 3.79 1.37
H 0.39 -2.49 6.01
H -3.99 -1.17 0.79
P -1.78 2.07 1.87
H -3.87 2.05 3.03
H 3.20 2.59 0.62
C -1.00 -1.36 -7.04
H -0.81 -0.29 -7.15
H 1.28 2.51 0.04
H 3.90 5.23 3.94
H 4.07 4.72 1.51
H -2.38 -1.10 -5.38
C 2.70 -1.73 0.26
H 4.62 1.00 1.11
C 0.60 2.18 -0.75
C 3.02 -0.48 0.82
H -4.50 0.64 -0.75
C -4.09 1.57 -1.17
C -1.33 -2.54 1.67
P -2.31 1.36 -1.59
H 2.92 3.57 5.52
H -0.99 1.33 4.05
H -1.09 2.92 -3.03
C -1.86 -1.80 -6.04
H -0.23 -4.36 -8.47
C -0.38 -2.28 -7.89
H -4.12 1.43 1.36
C -1.51 -4.11 -6.76
H -1.20 4.30 1.06
H 5.58 -2.34 -1.43
C 2.47 1.90 2.56
C 1.19 -2.04 5.43
Ti -0.62 0.68 0.21
H -1.76 -3.55 1.53
H -2.85 3.04 -3.26
H 2.75 -2.59 6.83
H -3.86 -1.59 -0.94
H -1.79 -2.09 2.56
O -2.52 -3.54 -4.60
As 1.52 0.30 1.87
H 4.05 -0.63 3.22
C -2.05 2.93 -2.51
H 0.32 -1.94 -8.65
H -1.34 -2.37 -2.12
H -1.86 2.91 4.13
H 0.41 0.77 -2.44
H 6.19 -0.18 -0.36
C 3.10 2.80 1.69
H -4.62 1.80 -2.11
C 0.79 0.94 -1.43
C 0.88 -1.37 4.24
C 1.91 -0.82 3.47
H 3.32 -3.34 -1.02
H -1.52 -3.69 -0.93
H 4.58 -1.66 5.40
C -2.01 -3.17 -5.82
C -1.13 2.31 3.56
C 3.61 -2.39 -0.56
H -2.95 0.65 -3.80
H -2.83 3.86 0.53
C 2.96 3.36 4.44
C 3.55 -1.59 5.08
C 2.52 -2.12 5.87
C 3.25 -0.98 3.86
H -0.25 -2.63 1.87
C -2.38 0.17 -2.99
H -4.24 2.40 -0.47

Computed properties:
- 2S+1 = 2
- energy above the lowest of the compared OMol25 structures with the same formula, charge and spin (eV) = 0.000
- total charge = +3
- E (eV) = -150979.671

***

2 unconnected molecules or ions with the total composition C20H28N4O3 in a non-equilibrium geometry. Source: OMol25; level of theory: ωB97M-V/def2-TZVPD.

Element x y z (Å)
H -8.16 0.24 -2.32
H -1.85 1.75 -0.53
C -2.44 -1.63 -0.16
C 4.16 1.64 2.45
H -5.68 -0.60 -1.42
C -7.46 0.58 -1.56
H 5.74 2.29 1.14
H -7.50 1.67 -1.49
H 5.87 2.88 2.81
C 5.59 2.02 2.19
H 4.37 -2.22 0.06
C 3.44 0.53 -0.73
O -0.64 1.64 -2.83
C 1.95 0.79 -0.61
C 1.27 0.75 0.61
H 0.78 -1.40 2.05
H 2.05 -1.30 3.26
H 3.63 -0.15 -1.57
H -4.06 -0.74 -3.87
C 3.47 0.69 1.71
C -0.80 1.45 -0.53
C 2.00 0.38 1.90
O -4.43 -2.07 -1.38
N 1.26 1.13 -1.78
C 4.07 -0.06 0.54
H 1.74 1.19 -2.67
N 1.43 1.12 3.02
H -2.48 -0.83 0.58
H 3.65 2.18 3.23
C 1.83 -1.12 2.21
H 1.46 -3.74 1.06
H -2.38 0.24 -1.85
O -5.89 1.49 -3.72
H 2.53 -3.88 2.47
C 2.72 -2.04 1.39
H 3.19 -4.07 0.83
H 3.94 1.48 -0.96
C -3.99 0.12 -3.21
N -3.23 -0.28 -2.02
H -0.72 1.09 1.57
H 5.16 0.06 0.51
C 3.75 -1.53 0.63
C 2.46 -3.52 1.44
H 1.98 0.97 3.86
H 0.46 0.86 3.18
C -5.42 0.64 -2.97
C -0.07 1.46 -1.77
H -3.43 0.90 -3.73
H 6.26 1.19 2.44
H -7.73 0.15 -0.59
C -3.45 -1.35 -1.25
N -6.10 0.17 -1.93
C -0.16 1.09 0.63
H -1.45 -1.69 -0.60
H -2.69 -2.58 0.31

Computed properties:
- SMILES string = C/C=C1\[C@H]2C=C(C)C[C@]1(N)c1ccc(=O)[nH]c1C2.CNC(=O)CNC(C)=O
- energy above the lowest of the compared OMol25 structures with the same formula, charge and spin (eV) = 2.122
- E (eV) = -33298.060